No. 1
DFT (wB97M-V/def2-TZVPD) results for one molecule with the formula C5H5N.

## Properties
Kohn-Sham gap (alpha / beta): 8.49 / 8.57 eV
Energy relative to the best compared isomer or geometry (same formula, charge and spin): 5.165 eV
E_LUMO (alpha / beta): -1.0 / -0.5 eV
HOMO energy (alpha / beta): -9.44 / -9.07 eV

Atoms and positions in Å:
C 0.27848 -1.58023 2.02269
C -0.36344 0.81411 -0.06237
C 0.56112 1.25343 0.73071
C -0.40588 -0.66311 -0.25067
C 0.63683 -1.27533 0.67084
N -0.01085 -1.65596 3.13369
H -1.08417 1.38227 -0.65545
H 0.93958 2.28388 0.95984
H -1.37199 -0.85657 -0.06129
H -0.10175 -0.81124 -1.34021
H 1.56309 -1.50985 0.22195

Forces on the atoms, in the same order (eV/Å):
C 0.874 0.638 -1.738
C -0.045 -0.403 -0.604
C 0.942 2.133 0.374
C 3.664 1.168 -1.750
C -1.854 0.480 0.743
N -0.260 -0.369 0.637
H 0.210 0.377 0.258
H -0.312 -1.265 0.128
H -3.432 -1.962 0.486
H -0.706 -0.375 1.310
H 0.919 -0.422 0.156

=====

No. 2
DFT (wB97M-V/def2-TZVPD) results for C16H38FGaN3O7 as an isolated structure.

## Properties
Kohn-Sham gap: 7.13 eV
Net charge: -1
E_LUMO: 2.3 eV
HOMO energy: -4.86 eV

Atoms and positions in Å:
C -7.78760 3.58345 -3.05986
C -6.31092 4.01605 -3.04623
O -5.44436 2.92445 -2.99323
Ga -4.74460 2.52079 -1.29300
C -3.40032 4.09132 -0.96616
O -3.65631 5.03652 -0.26302
N -2.04937 4.16062 -1.55715
C -1.82385 3.52013 -2.77104
O -1.47066 2.41443 -2.98063
F -2.00307 4.39543 -3.81064
H -7.84442 2.56270 -2.67822
H -8.20591 3.59025 -4.06895
H -8.41264 4.21581 -2.42433
H -6.09321 4.57848 -3.96698
H -6.15670 4.70741 -2.20335
H -5.92508 2.71319 -0.23199
H -4.09012 1.08617 -1.29668
H -1.80980 5.14644 -1.62025
C -0.21152 -2.88847 3.63133
O -0.41301 -1.64762 4.27545
C 0.72272 -0.79551 4.27078
C 0.50855 0.41603 3.38942
N 0.44219 0.03067 1.99109
C 0.06506 1.10491 1.07332
C -1.32101 1.71782 1.21506
O -2.36865 0.83345 0.88721
C -2.84332 0.00766 1.92144
H -1.10198 -3.48898 3.81086
H -0.06693 -2.78203 2.55128
H 0.65976 -3.41232 4.03912
H 1.60413 -1.35287 3.93507
H 0.89783 -0.46491 5.29930
H 1.35567 1.09724 3.52977
H -0.39380 0.93794 3.73869
H -0.22112 -0.72815 1.89090
H 0.14324 0.71558 0.05520
H 0.80784 1.90606 1.16412
H -1.38291 2.53866 0.49440
H -1.48789 2.14903 2.21180
H -2.77512 0.50119 2.89769
H -2.31187 -0.95041 1.97901
H -3.89155 -0.20243 1.70696
C 4.10049 -3.77012 -3.50144
O 5.16332 -3.52626 -2.60431
C 5.58408 -2.16880 -2.54232
C 5.25500 -1.55298 -1.20106
N 3.82093 -1.40057 -1.03631
C 3.38866 -0.97290 0.28908
C 3.66885 -1.88993 1.47089
O 2.94344 -3.10718 1.45379
C 3.53336 -4.15914 0.72197
H 3.96286 -4.84912 -3.54861
H 3.16247 -3.30806 -3.17593
H 4.33365 -3.40067 -4.50549
H 5.11814 -1.59115 -3.34666
H 6.66792 -2.14925 -2.68941
H 5.72244 -0.56393 -1.14861
H 5.72092 -2.17812 -0.42391
H 3.36855 -2.27644 -1.26588
H 2.31045 -0.80940 0.26120
H 3.84688 -0.00049 0.50118
H 3.33928 -1.35976 2.36749
H 4.74057 -2.09979 1.59108
H 4.62658 -4.10916 0.75750
H 3.22332 -4.16631 -0.32766
H 3.21044 -5.09667 1.17586

Forces on the atoms, in the same order (eV/Å):
C -0.008 -0.062 0.022
C 0.039 -0.044 -0.127
O 0.156 -0.001 0.059
Ga -0.247 -0.366 -0.013
C 0.099 -0.505 0.170
O -0.071 0.409 0.230
N -0.174 0.112 -0.478
C 0.103 0.264 0.234
O -0.200 -0.124 -0.078
F 0.215 -0.100 -0.023
H -0.017 0.042 0.037
H 0.000 -0.050 -0.007
H -0.003 0.047 -0.053
H -0.060 0.142 0.072
H 0.020 0.028 -0.018
H 0.052 0.137 0.065
H 0.061 0.024 -0.165
H -0.018 0.014 0.023
C -0.026 -0.032 0.009
O -0.013 -0.009 -0.031
C 0.093 0.019 0.056
C -0.067 -0.044 -0.037
N -0.057 -0.054 -0.006
C 0.111 -0.021 -0.054
C -0.016 0.180 -0.070
O 0.120 -0.094 0.045
C -0.099 0.046 -0.021
H -0.007 0.007 -0.006
H 0.048 0.008 0.011
H 0.000 -0.007 -0.005
H 0.004 0.028 -0.011
H -0.021 -0.023 0.006
H -0.017 0.031 -0.022
H 0.028 0.002 0.040
H -0.011 0.030 -0.002
H 0.008 0.011 -0.001
H -0.004 0.005 0.014
H -0.040 -0.046 0.049
H 0.033 -0.052 0.026
H 0.001 -0.009 0.009
H 0.036 0.028 0.032
H -0.002 0.006 0.003
C 0.017 -0.027 -0.031
O -0.049 -0.001 0.036
C 0.071 0.050 -0.056
C -0.055 -0.027 0.050
N 0.066 -0.185 0.044
C -0.141 0.072 -0.105
C 0.062 0.090 0.103
O -0.022 -0.021 -0.016
C -0.013 -0.024 0.029
H -0.008 0.001 0.008
H 0.013 0.030 -0.010
H -0.003 -0.009 -0.006
H -0.016 0.021 0.030
H -0.006 -0.025 -0.018
H -0.003 0.003 0.026
H 0.038 0.022 -0.015
H -0.036 0.036 -0.003
H 0.012 0.042 0.013
H 0.006 0.001 0.006
H -0.007 -0.013 -0.006
H -0.010 -0.025 -0.050
H 0.002 -0.011 -0.006
H 0.034 0.022 -0.005
H -0.001 0.001 -0.002

=====

No. 3
DFT (wB97M-V/def2-TZVPD) results for C17H54B2F3HgO10S as an isolated structure.

## Properties
Kohn-Sham gap: 2.24 eV
Net charge: -1
E_LUMO: -3.3 eV
HOMO energy: -5.50 eV

Atoms and positions in Å:
Hg -2.55796 -4.63244 1.78625
O 0.54799 -0.56180 5.07166
H 0.42991 -0.95125 4.20219
H 1.06150 -1.14029 5.64022
H -0.30894 -0.36888 5.45903
B -0.93292 -5.40449 5.10544
H -0.07731 -5.23857 4.46932
H -0.53441 -5.74843 6.04731
H -1.37681 -4.42398 5.18164
H -1.58458 -6.16744 4.70860
B -5.31891 -2.16115 2.42393
H -4.78933 -2.57564 3.26772
H -5.99970 -2.92611 2.08391
H -5.80557 -1.23174 2.67611
H -4.61512 -2.03823 1.61534
C -4.45811 -4.99092 -5.46035
F -3.59196 -6.05478 -5.51462
F -3.67792 -3.97510 -5.57124
F -5.40556 -5.07525 -6.42697
S -5.37124 -4.80887 -3.78443
O -5.92856 -6.09589 -3.47705
O -4.37161 -4.42122 -2.76127
O -6.39795 -3.75659 -4.01206
C 0.08392 -0.70321 -0.42318
O 0.11009 -1.68192 0.62162
H 0.80878 -0.84783 -1.22429
H -0.88035 -0.74336 -0.92981
H 0.37706 0.26296 -0.01248
C -3.26660 3.86557 6.06571
C -3.99297 3.06966 4.91669
C -3.73638 3.62934 3.55464
O -3.36270 1.84856 4.91680
H -2.27908 4.10923 5.67387
H -3.07043 3.30461 6.97946
H -3.53894 4.90847 6.22786
H -5.05253 2.92014 5.12427
H -4.05402 2.89912 2.81033
H -2.66468 3.59791 3.35826
H -4.16781 4.61116 3.35966
H -3.61403 1.45646 4.07734
C 2.19508 -2.37295 -6.41464
C 1.94402 -1.46630 -7.66652
C 1.43027 -0.02974 -7.20260
O 3.23359 -1.27569 -8.17747
H 2.10939 -3.41588 -6.71967
H 1.33017 -2.26274 -5.76051
H 3.10675 -2.23458 -5.83343
H 1.24383 -1.92876 -8.36220
H 2.19236 0.43547 -6.57738
H 0.53299 -0.10252 -6.58804
H 1.30711 0.58241 -8.09602
H 3.14682 -0.69135 -8.93419
C 6.05497 -3.74535 0.97804
C 6.25837 -2.36312 1.53061
C 7.70603 -1.78878 1.71386
O 5.73873 -1.48125 0.63158
H 4.99376 -3.95056 0.83726
H 6.57817 -4.43831 1.63695
H 6.59319 -3.73321 0.03027
H 5.82608 -2.22724 2.52195
H 8.09322 -1.41511 0.76594
H 8.43472 -2.53111 2.03953
H 7.67408 -1.04006 2.50538
H 4.79018 -1.62724 0.65500
C -4.89712 3.07064 -5.51735
C -4.53731 3.12064 -4.03229
C -3.73381 4.34776 -3.75203
O -5.69093 3.23062 -3.18132
H -4.04609 2.71946 -6.10089
H -5.21124 4.03705 -5.91164
H -5.74532 2.42647 -5.74910
H -4.09514 2.22253 -3.60104
H -4.06981 5.29711 -4.16907
H -2.72883 4.25488 -4.16373
H -3.69213 4.46759 -2.66944
H -5.91230 4.16168 -3.25697
C 6.35564 4.48667 4.64360
C 5.00055 4.30330 4.01254
C 4.95766 4.32258 2.51684
O 4.53485 2.98786 4.25780
H 7.15061 3.83039 4.28946
H 6.36144 4.19637 5.69421
H 6.76806 5.49421 4.59013
H 4.26298 4.93035 4.51345
H 5.65605 3.60763 2.08188
H 5.16998 5.36986 2.30183
H 3.95633 4.01047 2.22016
H 5.03800 2.45000 3.64205

Forces on the atoms, in the same order (eV/Å):
Hg -0.108 0.873 0.490
O 0.370 0.701 -0.004
H -0.151 -0.595 -1.270
H 0.450 -0.709 0.526
H -1.040 0.228 0.430
B -0.125 0.739 -0.785
H 3.742 0.426 -2.723
H 1.445 -1.498 3.889
H -2.234 3.923 0.624
H -2.908 -3.068 -1.565
B -0.103 -0.227 0.498
H 1.581 -1.866 4.199
H -2.285 -3.311 -1.468
H -1.124 4.020 1.073
H 2.595 0.855 -4.363
C -1.104 -1.687 2.192
F -1.301 0.036 -0.251
F 0.744 2.256 -1.195
F 1.291 0.012 0.106
S -0.983 1.824 2.288
O -0.183 -1.019 -0.752
O -0.244 -0.095 -1.833
O 1.873 -1.346 -0.518
C 0.751 -1.373 1.830
O 0.013 1.008 -1.373
H 0.283 -0.801 -0.218
H -0.485 0.372 0.101
H -0.770 0.498 0.094
C 0.624 0.454 -1.388
C 0.457 1.754 1.644
C 0.110 0.318 -0.750
O 0.829 -2.159 0.233
H 0.495 -0.613 -0.244
H -0.628 0.018 -0.027
H -1.135 -0.260 0.380
H -0.229 0.314 0.042
H -0.790 0.176 -0.170
H 0.236 0.630 0.354
H 0.057 -0.078 -0.105
H 0.046 -0.692 0.005
C -1.825 -0.348 -0.755
C 0.521 1.341 3.189
C 0.389 -1.511 -0.316
O 0.522 -0.087 -1.239
H 0.444 -0.118 -0.066
H 0.056 0.143 0.295
H 0.010 0.436 -0.468
H 0.041 -0.074 -0.074
H 0.171 -0.143 -0.062
H -0.237 0.091 -0.376
H -0.357 0.172 0.092
H 0.257 0.092 -0.212
C 1.421 0.098 0.406
C 2.172 0.265 1.170
C -0.087 -1.445 0.155
O -1.839 1.873 -1.123
H 0.142 -0.246 0.082
H -0.448 -0.485 -0.046
H -0.269 -0.332 -0.231
H -0.529 -0.304 0.203
H -0.246 0.284 0.075
H -0.093 -0.268 0.159
H 0.061 0.288 -0.377
H -0.315 0.276 -0.474
C -0.240 -0.661 -0.119
C -1.294 0.451 0.146
C 1.661 0.267 0.410
O -0.437 0.154 -0.481
H 0.052 0.055 -0.066
H 0.257 0.307 0.244
H 0.140 -0.365 0.327
H 0.526 -0.063 -0.738
H -0.725 -0.191 -0.204
H 0.268 -0.096 0.207
H 0.369 0.069 0.023
H -0.583 0.082 0.255
C 1.033 0.111 0.741
C 0.026 -1.587 0.099
C -0.204 1.803 0.140
O -0.273 -1.200 1.379
H -0.214 -0.171 -0.816
H -0.557 0.289 0.222
H -0.242 0.167 -0.122
H 0.040 0.369 -0.353
H 0.341 0.316 0.011
H 0.078 -0.115 -1.228
H 0.023 0.420 -0.210
H -0.068 -0.445 0.128

=====

No. 4
DFT (wB97M-V/def2-TZVPD) results for C12H18F2Mn2O6 as an isolated structure.

## Properties
Kohn-Sham gap (alpha / beta): 5.66 / 5.68 eV
2S+1: 11
Net charge: +2
<S²>: 30.00
E_LUMO (alpha / beta): -9.2 / -9.1 eV
HOMO energy (alpha / beta): -14.83 / -14.83 eV

Atoms and positions in Å:
Mn -1.29741 1.76958 2.49020
Mn -3.30690 2.96433 -0.86371
F -3.47638 4.42239 0.85976
F -1.97129 1.93517 0.42778
O -2.14599 -0.15747 2.25035
C -2.13066 -1.35873 1.92165
O -1.18897 -2.19983 2.35732
C -1.39072 -3.58841 1.95457
C -2.89275 -3.50301 1.41581
C -3.05782 -2.07183 0.97060
H -1.12592 -4.28627 2.74891
H -0.73873 -3.82640 1.11412
H -3.55634 -3.76511 2.23985
H -3.04983 -4.17052 0.56854
H -4.11313 -1.80151 1.00754
H -2.71649 -1.92563 -0.05420
O 2.90672 -1.57706 -3.40379
C 1.85833 -1.31691 -2.79413
O 0.88335 -2.20893 -2.60464
C -0.18444 -1.78074 -1.77263
C -0.15146 -0.22578 -1.97124
C 1.31910 0.02692 -2.32741
H 0.07034 -2.03676 -0.74421
H -1.18405 -2.20224 -1.87849
H -0.46043 0.47807 -1.19844
H -0.81193 -0.04712 -2.81974
H 1.87201 0.44368 -1.48556
H 1.37175 0.64393 -3.22444
O 0.77538 1.07885 1.49148
C 1.74291 1.75747 1.03268
O 2.96699 1.32388 1.12501
C 3.81107 2.29229 0.56916
C 2.86466 3.20752 -0.35536
C 1.56067 3.12289 0.38138
H 4.60050 1.86582 -0.04972
H 4.28077 2.91416 1.33124
H 2.79293 2.77871 -1.35489
H 3.23187 4.23351 -0.33089
H 0.65579 2.94027 -0.19823
H 1.38653 3.85081 1.17378

Forces on the atoms, in the same order (eV/Å):
Mn 0.354 -1.738 -2.539
Mn 0.746 1.776 4.081
F 0.278 -2.349 -2.707
F -0.599 0.671 -0.291
O 0.382 -0.190 0.147
C 1.051 -0.496 0.143
O -0.418 1.503 0.309
C -1.725 0.391 -1.769
C 1.374 -1.499 0.443
C -0.320 -0.077 0.635
H -0.496 0.476 0.266
H 0.257 0.369 0.050
H -0.180 0.083 -0.203
H -0.033 -0.229 0.326
H 0.221 0.517 0.186
H 0.237 0.138 -0.009
O -3.351 0.882 2.303
C 2.590 -0.077 -1.955
O -0.932 -2.063 -0.239
C 0.678 2.002 1.629
C 0.042 -0.475 -0.477
C -0.324 0.144 -0.575
H 0.297 -0.016 0.249
H 0.399 -0.378 -1.234
H -0.223 -0.627 0.553
H 0.196 0.228 -0.283
H 0.215 -0.037 -0.230
H 0.400 0.407 0.304
O 0.585 1.302 0.226
C -2.446 -0.899 1.812
O -1.347 -0.465 0.110
C 0.888 2.564 -2.315
C 1.291 0.078 1.039
C -0.154 -2.150 0.327
H -0.195 -0.419 0.302
H -0.149 -0.281 0.278
H 0.121 0.268 0.027
H 0.195 -0.203 -0.566
H -0.009 0.676 -0.238
H 0.104 0.191 -0.116